{"formula": "C29H58IO18PS", "method": "wB97M-V/def2-TZVPD", "charge": 0, "largest_force_ev_per_a": 4.10, "total_energy_ev": -96090.265, "gap_ha": 0.3332, "homo_ev": -8.90, "spin_multiplicity": 1, "symbols": ["C", "C", "O", "C", "C", "O", "C", "C", "I", "C", "C", "O", "S", "O", "O", "O", "C", "P", "O", "O", "H", "H", "H", "H", "H", "H", "H", "H", "H", "H", "H", "H", "H", "H", "H", "H", "H", "H", "C", "C", "O", "C", "C", "O", "H", "H", "H", "H", "H", "H", "H", "H", "C", "C", "O", "C", "C", "O", "H", "H", "H", "H", "H", "H", "H", "H", "C", "C", "O", "C", "C", "O", "H", "H", "H", "H", "H", "H", "H", "H", "C", "C", "O", "C", "C", "O", "H", "H", "H", "H", "H", "H", "H", "H", "C", "C", "O", "C", "C", "O", "H", "H", "H", "H", "H", "H", "H", "H"], "xyz": [[4.0933, -1.2174, 2.1302], [3.8342, 0.0845, 1.2862], [3.0722, 0.9998, 2.0641], [2.1914, 1.7815, 1.2549], [0.9814, 2.2069, 2.1302], [-0.0222, 1.2323, 2.3509], [-0.4368, 0.5457, 1.2181], [0.2601, -0.8624, 1.2704], [0.3893, -1.9035, -0.6238], [-0.3076, -1.7523, 2.4548], [-1.3726, -2.8138, 2.0239], [-1.8266, 0.1911, 1.5771], [-2.8884, 0.2092, 0.3419], [-4.0590, 1.0978, 0.4835], [-3.4308, -1.0653, -0.1631], [-1.7566, 0.6156, -0.8190], [-0.6514, 1.2889, -0.1391], [-1.3198, 3.1051, -0.0598], [-2.3592, 3.3371, -1.3733], [-2.1523, 3.2556, 1.4099], [4.1706, -0.9787, 3.2123], [4.9682, -1.8053, 1.7552], [3.2015, -1.8758, 2.0002], [4.8343, 0.4819, 1.0133], [3.3464, -0.2490, 0.3462], [2.7526, 2.7198, 1.0132], [1.9398, 1.2965, 0.2901], [1.4000, 2.4519, 3.1312], [0.6125, 3.1877, 1.7395], [1.3181, -0.6820, 1.5675], [-0.6280, -1.1221, 3.3097], [0.5709, -2.3207, 2.8396], [-2.1315, -2.8536, 2.8429], [-1.9426, -2.5571, 1.1117], [-0.9575, -3.8426, 1.9802], [0.2123, 1.4302, -0.8132], [-3.2308, 2.9318, -1.2300], [-2.8237, 3.9405, 1.3280], [10.4293, -0.7439, 0.6464], [9.6357, -1.3248, -0.5041], [8.3411, -1.7706, -0.0704], [7.2671, -0.9760, 0.0007], [7.4547, 0.5140, -0.0763], [6.1828, -1.4644, 0.1995], [9.9454, 0.1416, 1.0627], [11.4317, -0.4671, 0.3180], [10.5124, -1.4712, 1.4552], [9.5505, -0.6338, -1.3448], [10.1464, -2.2088, -0.8822], [7.5952, 0.9097, 0.9301], [6.5558, 0.9523, -0.5077], [8.2829, 0.8199, -0.7117], [-6.3548, -0.9633, 1.5566], [-6.4169, -2.4689, 1.6940], [-5.6812, -2.9175, 2.8381], [-6.2022, -2.9882, 4.0748], [-7.5036, -2.2918, 4.3577], [-5.5832, -3.5425, 4.9446], [-6.8183, -0.4624, 2.4091], [-6.8637, -0.6379, 0.6474], [-5.3209, -0.6310, 1.5150], [-7.4417, -2.8453, 1.7154], [-5.9356, -2.9302, 0.8311], [-7.2993, -1.2748, 4.6922], [-8.0186, -2.8279, 5.1516], [-8.1845, -2.2705, 3.5111], [-11.0234, 1.1770, 1.5281], [-11.1075, -0.3269, 1.6825], [-10.4023, -0.7704, 2.8475], [-10.9459, -0.8228, 4.0759], [-12.2455, -0.1124, 4.3348], [-10.3475, -1.3722, 4.9597], [-11.4981, 1.6936, 2.3636], [-11.5098, 1.4954, 0.6049], [-9.9810, 1.4984, 1.5052], [-12.1365, -0.6902, 1.6865], [-10.6142, -0.8056, 0.8364], [-12.0372, 0.9060, 4.6637], [-12.7724, -0.6404, 5.1279], [-12.9153, -0.0933, 3.4775], [-0.6727, 5.6763, -4.8181], [-1.4260, 6.4763, -3.7765], [-1.7777, 7.7710, -4.2783], [-2.8951, 8.0184, -4.9806], [-3.6778, 6.8630, -5.5416], [-3.2092, 9.1540, -5.2105], [-1.2861, 5.4874, -5.7005], [-0.3541, 4.7169, -4.4078], [0.2081, 6.2254, -5.1545], [-2.3026, 5.9488, -3.3973], [-0.7759, 6.6509, -2.9193], [-3.3111, 6.6348, -6.5426], [-4.7243, 7.1570, -5.6057], [-3.6449, 5.9678, -4.9238], [10.8931, -6.4527, -4.8307], [10.2343, -5.8239, -3.6210], [11.1077, -4.8851, -2.9815], [11.2063, -3.5970, -3.3391], [10.6210, -3.1531, -4.6510], [11.8235, -2.8366, -2.6411], [11.1222, -5.7090, -5.5955], [10.2430, -7.2103, -5.2706], [11.8371, -6.9208, -4.5483], [9.2737, -5.3643, -3.8593], [10.0317, -6.5945, -2.8776], [11.3788, -3.2434, -5.4295], [10.3287, -2.1079, -4.5603], [9.7267, -3.7004, -4.9413]], "forces_ev_per_a": [[-0.719, -0.101, -0.265], [1.535, -1.716, 0.594], [-0.815, -0.560, -1.222], [0.532, 1.071, 0.945], [1.494, 1.088, 0.014], [-0.005, 0.344, -1.109], [-0.781, -1.769, 0.396], [0.994, 0.344, 1.007], [0.128, 0.258, 0.419], [0.629, -0.862, -0.816], [-0.761, 0.250, 1.316], [-2.333, 0.450, -1.529], [-2.634, -1.990, -2.429], [3.460, 0.188, 0.442], [2.358, 1.483, 1.648], [-0.335, -0.384, 1.730], [-1.877, 1.070, 0.280], [1.395, 2.814, 0.058], [0.242, -1.019, 2.043], [0.341, -1.121, -1.706], [0.135, -0.071, -0.696], [-0.901, 0.809, 0.558], [0.514, 0.329, 0.282], [-0.690, 0.235, 0.115], [-0.033, 0.519, 0.423], [-0.611, -0.417, -0.105], [0.076, 0.013, 0.615], [-0.330, -0.345, -0.594], [-0.298, -0.856, 0.054], [-0.721, 0.082, -0.603], [0.016, -0.171, -0.797], [-0.487, 0.457, -0.278], [0.399, -0.057, -0.598], [0.526, -0.210, 0.417], [-0.106, 0.771, -0.333], [-0.547, -0.698, 0.262], [-0.035, -0.256, -0.234], [-0.111, 0.135, 0.055], [-0.100, 0.146, 0.152], [0.319, 0.061, 0.133], [-0.071, -0.379, -0.220], [-0.054, 0.066, 0.211], [-0.054, 0.292, -0.540], [0.535, -0.041, -0.487], [0.053, 0.033, -0.074], [-0.025, -0.044, -0.021], [0.042, -0.046, -0.094], [-0.072, 0.027, 0.064], [-0.181, -0.043, 0.034], [0.034, -0.015, -0.036], [-0.059, -0.065, 0.193], [0.120, -0.007, 0.198], [-0.079, 0.105, 0.276], [-0.080, 0.223, -0.113], [0.319, -0.371, -0.332], [-0.154, 0.263, 0.446], [-0.361, -0.423, -0.134], [0.160, -0.055, -0.226], [-0.117, -0.068, -0.054], [0.060, -0.015, -0.018], [-0.108, -0.097, -0.096], [0.009, 0.037, 0.119], [0.135, -0.061, 0.155], [-0.051, -0.012, -0.044], [0.156, 0.134, 0.096], [0.062, 0.240, 0.006], [-0.004, 0.133, 0.145], [-0.049, 0.245, -0.108], [0.278, -0.358, -0.296], [-0.100, 0.211, 0.378], [-0.540, -0.272, -0.107], [0.049, -0.029, -0.152], [-0.076, -0.030, -0.059], [0.017, -0.022, 0.012], [-0.015, -0.073, -0.075], [0.007, 0.040, 0.093], [0.095, -0.094, 0.159], [-0.007, -0.022, -0.045], [0.195, 0.094, 0.102], [0.089, 0.202, -0.046], [-0.027, -0.037, -0.188], [0.126, -0.226, -0.133], [0.205, 0.227, 0.438], [-0.155, 0.037, -0.348], [-0.453, -0.295, 0.321], [0.141, 0.032, 0.125], [-0.028, -0.070, 0.069], [-0.014, 0.025, 0.011], [-0.001, -0.007, 0.104], [-0.013, 0.019, -0.079], [-0.081, 0.208, -0.034], [0.011, -0.018, 0.047], [0.116, 0.137, -0.161], [0.172, -0.066, -0.137], [0.125, 0.101, -0.124], [-0.004, -0.182, -0.236], [-0.070, -0.157, 0.459], [0.197, 0.156, -0.263], [-0.583, 0.198, -0.039], [-0.039, -0.106, 0.146], [-0.098, -0.023, -0.012], [0.007, 0.014, 0.028], [-0.078, -0.039, 0.057], [0.066, 0.066, -0.031], [0.105, 0.150, 0.118], [-0.034, -0.028, 0.019], [0.237, 0.000, 0.003], [0.141, -0.131, -0.115]], "mulliken_charge": [-1.00, 0.19, -0.41, -0.32, -0.61, -0.41, 0.31, 0.38, 0.09, -0.48, -1.16, -0.45, 1.42, -0.65, -0.53, -0.45, -0.14, -0.16, -0.28, -0.42, 0.27, 0.35, 0.12, 0.12, 0.10, 0.51, 0.18, 0.45, 0.26, -0.24, 0.39, 0.41, 0.31, 0.30, 0.34, 0.63, 0.29, 0.31, -1.06, -0.06, -0.36, 0.79, -1.05, -0.58, 0.30, 0.35, 0.31, 0.35, 0.00, 0.27, 0.34, 0.36, -0.51, -0.51, -0.38, 0.58, -0.63, -0.61, 0.27, 0.40, -0.14, 0.37, 0.38, 0.27, 0.39, 0.11, -0.98, -0.42, -0.35, 0.89, -1.19, -0.53, 0.27, 0.38, 0.29, 0.35, 0.34, 0.27, 0.34, 0.35, -0.99, -0.32, -0.37, 0.74, -0.85, -0.56, 0.27, 0.33, 0.31, 0.36, 0.26, 0.24, 0.30, 0.27, -0.96, -0.38, -0.36, 0.85, -1.05, -0.58, 0.27, 0.35, 0.30, 0.34, 0.31, 0.28, 0.29, 0.36]}